16
Properties=species:S:1:pos:R:3:forces:R:3 method="wB97M-V/def2-TZVPD" homo_lumo_gap_ev=10.29 smiles="NCCC(=O)O.O"
C 0.81880 -1.15013 0.37903 -1.0032 0.9036 0.4887
C 1.87980 -0.67713 -0.60965 -0.5748 -0.0814 -1.2688
C 2.94938 0.23792 -0.12546 1.0154 0.1300 0.1681
O 2.52752 1.37707 0.46091 -1.4337 -0.3682 -0.1564
O 4.11792 0.01708 -0.29341 0.3318 0.0578 -0.0689
N -0.51109 -1.48221 -0.18279 1.3341 -0.6495 0.9434
H 0.61325 -0.38797 1.13775 0.3531 0.2066 -0.1848
H 1.19059 -1.98696 0.95262 0.0940 -0.3980 -0.0245
H 1.48431 -0.18037 -1.51846 -0.5704 0.3407 0.7263
H 2.34146 -1.50341 -1.13774 0.5083 -0.4323 0.5244
H 3.22727 2.02480 0.52227 0.7190 -0.0212 0.0894
H -0.46460 -2.43767 -0.51870 -0.3803 0.3364 -0.5312
H -0.71039 -0.80697 -0.89009 -0.3939 -0.0228 -0.7078
H -5.94124 2.76404 0.95686 0.4976 0.1208 0.0847
H -6.70272 1.72818 0.11816 -0.0354 0.5561 0.4822
O -6.82026 2.46374 0.74871 -0.4615 -0.6787 -0.5649

54
Properties=species:S:1:pos:R:3:forces:R:3 method="wB97M-V/def2-TZVPD" homo_lumo_gap_ev=8.13 smiles="CC(=O)NC[C@H]1CCCN(c2nc3nonc3nc2N(C)Cc2ccccc2)C1"
C -2.67062 -1.69530 3.24038 -0.2392 -0.1182 -0.0530
C -3.28011 -1.16916 1.95816 0.4674 0.0607 0.3808
O -4.25581 -1.65201 1.42614 -0.4109 -0.1754 -0.1558
N -2.61373 -0.11261 1.43238 0.1545 0.3375 -0.0506
H -1.82285 0.27069 1.92522 -0.0732 -0.0346 0.0839
C -3.07153 0.56133 0.23546 -0.2152 -0.3685 -0.1874
C -2.92147 -0.29643 -1.03361 0.1799 -0.0082 0.0958
C -3.36742 0.50856 -2.26899 0.0440 -0.1664 -0.0916
C -2.31468 0.45792 -3.37344 -0.0310 0.0564 0.1895
C -0.97796 0.96102 -2.84124 0.0127 0.2371 -0.5211
N -0.61395 0.32115 -1.58094 0.1725 0.0163 0.1078
C -0.01074 1.09148 -0.64311 0.0073 1.0183 -0.5605
N 0.15471 2.36965 -0.89964 0.0426 -0.5125 -0.4792
C 0.43964 3.14014 0.16659 0.0436 0.2403 1.7958
N 0.56403 4.44071 0.26192 -0.1370 -0.3219 -0.9368
O 0.62367 4.70113 1.58351 0.0155 0.1601 0.1043
N 0.54985 3.59423 2.34855 0.0355 -0.8925 0.4216
C 0.45185 2.59540 1.50759 0.0862 1.5281 -1.1192
N 0.52685 1.26667 1.71738 -0.0386 -0.7236 0.0455
C 0.44812 0.52275 0.64165 0.2011 0.1793 1.0660
N 0.79565 -0.78974 0.76358 -0.2374 -0.0401 -0.0096
C 1.51072 -1.45768 -0.31863 0.1719 -0.0771 -0.2276
C 2.98176 -1.11593 -0.28042 -0.0094 -0.1440 -0.0389
C 3.91478 -2.01841 0.21101 -0.0769 0.0348 -0.0783
C 5.25344 -1.67340 0.28187 0.0985 -0.0319 0.0412
C 5.66920 -0.41913 -0.12978 0.0734 -0.0089 0.0135
C 4.74389 0.48744 -0.61983 0.0002 0.0896 -0.0134
C 3.40746 0.13991 -0.69607 -0.0087 -0.0518 0.0089
H 2.69009 0.84999 -1.08339 -0.0596 0.1044 -0.0713
H 5.06225 1.46678 -0.94373 0.0335 0.0856 -0.0319
H 6.71225 -0.14750 -0.06959 0.0903 0.0191 0.0024
H 5.97121 -2.38424 0.66340 0.0674 -0.0532 0.0315
H 3.59358 -2.99811 0.53561 -0.0518 -0.1074 0.0351
H 1.36522 -2.53490 -0.19789 -0.0062 0.0847 -0.0613
H 1.09217 -1.14917 -1.27608 -0.0127 -0.1237 0.0999
C 1.19258 -1.22718 2.08706 -0.0833 -0.0104 0.2202
H 0.51071 -0.80291 2.81938 0.0635 -0.1156 0.0456
H 2.20458 -0.89924 2.33766 -0.0015 0.0254 0.0379
H 1.14732 -2.31494 2.11853 0.0209 -0.0362 -0.0270
C -1.47190 -0.78029 -1.19488 -0.5341 -0.4040 0.1953
H -1.41625 -1.55510 -1.96309 0.0312 -0.0159 0.0908
H -1.13922 -1.21033 -0.25218 -0.0040 -0.0131 -0.1986
H -0.17852 0.77155 -3.56670 -0.0334 0.1394 0.0061
H -1.02286 2.03970 -2.66513 -0.0344 -0.1831 -0.1397
H -2.61748 1.09700 -4.20338 0.0722 -0.0437 -0.0538
H -2.22201 -0.55789 -3.76041 -0.0254 -0.0103 -0.0718
H -4.31696 0.12964 -2.64592 -0.0583 0.0844 0.0302
H -3.51912 1.55300 -1.98824 -0.0687 0.0861 -0.0008
H -3.54869 -1.18109 -0.90041 0.0454 0.0537 -0.0201
H -2.50966 1.49196 0.13330 -0.0495 0.0314 0.0191
H -4.13302 0.80397 0.35325 0.1034 0.1011 -0.0502
H -1.73431 -2.20289 3.01674 0.1061 -0.0302 0.0037
H -2.47214 -0.88290 3.93485 0.0705 0.0535 0.0823
H -3.35459 -2.40531 3.69554 -0.0108 -0.0049 -0.0050

Looking at energy above the lowest of the compared OMol25 structures with the same formula, charge and spin for the records above, in order, we have 1.0753 3.9773 eV.